Density functional theory data (ωB97M-V/def2-TZVPD) for a 14-piece molecular cluster, C43H111N3O14 overall at a distorted geometry.

```
171
Properties=species:S:1:pos:R:3:forces:R:3
O 8.6263 15.0589 11.4636 0.0 -0.5 -0.4
O 9.3074 14.1995 16.6822 0.4 1.0 0.0
O 17.2844 18.5216 12.6842 0.5 0.0 -0.7
O 9.8211 15.7742 9.0112 0.9 -0.6 0.1
O 14.4436 15.8989 10.6561 -0.3 0.4 -0.3
O 10.6029 12.4345 10.3396 -3.3 0.6 -0.7
O 9.5672 10.0018 10.9355 0.8 0.3 -0.1
O 11.8750 20.0284 16.0605 0.3 0.1 0.1
O 14.6524 19.8122 13.0208 -0.9 -0.5 -0.7
O 11.8091 19.9994 12.8341 -0.4 0.2 -0.8
O 15.8062 8.5377 15.1349 0.1 0.4 0.2
O 8.2118 16.7550 13.4358 0.2 0.4 2.2
O 10.7834 17.6575 13.8334 -1.2 0.4 1.3
O 10.8808 16.6223 16.7105 1.5 0.6 0.4
N 11.9300 17.3590 17.4409 -0.7 -0.3 1.9
N 15.9226 9.8055 14.4422 0.6 -1.4 0.9
N 10.1440 13.0826 16.4261 0.0 -1.0 1.8
C 13.7125 17.2701 15.8151 1.3 2.1 -1.3
C 15.0773 9.7615 13.2513 0.2 1.1 -0.1
C 11.2323 17.0204 12.6967 0.2 0.0 -1.0
C 10.3858 20.6724 11.0278 -1.2 -1.3 -1.6
C 14.3350 17.4180 18.2421 -0.5 0.0 -1.7
C 9.7885 12.0260 17.4883 0.8 0.1 -0.2
C 17.6253 17.2396 13.2726 0.4 1.1 0.6
C 7.3432 16.2125 14.4698 0.9 -1.6 -0.7
C 15.5212 8.5680 12.3611 -0.9 1.2 0.2
C 16.6513 16.1660 12.9586 -1.2 -0.1 0.6
C 15.4209 11.0720 12.5393 -1.8 1.5 0.3
C 13.5727 9.6637 13.5495 0.7 1.3 0.7
C 10.7615 13.8138 14.2597 0.6 1.0 -1.0
C 10.6075 20.6350 15.8614 -0.1 -0.6 0.0
C 11.7524 20.3619 11.4570 0.6 0.1 0.2
C 15.4221 21.3485 14.6062 2.8 1.3 1.8
C 11.2328 16.0336 19.6746 -1.8 0.5 -2.7
C 12.8548 12.1225 9.7750 -0.2 2.0 0.2
C 8.6402 12.4919 14.4964 -0.6 -0.5 -0.4
C 8.2761 11.6974 17.5849 0.6 0.2 0.6
C 13.4193 15.3372 17.2770 -0.1 -1.3 -0.9
C 15.1610 12.3665 13.4369 -0.7 -0.4 -1.9
C 7.4353 8.8529 11.2341 0.5 0.4 -1.3
C 7.3003 14.7511 11.0565 -0.2 1.7 0.4
C 14.5235 10.9284 16.1971 0.7 1.0 1.5
C 11.4635 17.3934 18.8944 0.4 0.7 0.7
C 13.8398 17.1934 10.4723 0.1 -0.5 0.2
C 10.4798 10.3103 15.8130 2.3 -0.4 -1.0
C 13.8591 17.4435 19.6449 -0.9 -2.0 0.3
C 13.3176 16.8416 17.2019 -0.4 -0.3 -0.1
C 10.9230 11.4373 14.8562 -0.5 -0.1 -0.2
C 10.6584 10.8193 17.2399 -1.2 -1.8 -1.1
C 12.5509 18.1786 19.6773 -0.5 -1.6 -0.4
C 8.1786 10.1741 10.9805 0.3 0.4 1.4
C 11.8195 13.0714 10.3926 1.2 1.9 0.1
C 10.0675 12.7062 15.0012 0.3 -0.6 0.9
C 10.2145 18.3034 18.8988 1.9 0.5 -0.5
C 9.2038 16.5938 8.0723 -0.4 0.3 -0.6
C 17.0886 10.8519 16.3623 0.2 -0.8 -0.6
C 15.2524 21.0634 13.1687 1.0 1.1 -1.1
C 10.2797 12.4712 18.8567 -0.7 2.6 -0.4
C 16.0104 12.2520 14.6535 1.2 -0.2 -0.3
C 15.8820 10.9104 15.4152 -1.2 0.6 0.1
H 15.6864 16.4323 13.4347 0.2 -0.3 -0.3
H 16.2617 21.1757 12.6356 -1.3 -0.5 0.6
H 7.8990 10.7300 10.0964 -0.7 -0.4 -0.7
H 15.2872 19.0919 12.9710 0.6 0.1 -0.1
H 17.8424 18.7108 11.8888 -0.8 -0.5 1.1
H 15.7311 22.4535 14.7677 -0.7 -1.6 -0.1
H 14.6706 16.8391 15.5813 0.4 -0.8 -0.2
H 7.9213 10.8990 11.8016 0.1 -0.6 -0.2
H 11.2464 13.0054 18.9181 -0.3 -0.6 -0.5
H 14.1015 14.8480 16.5248 -0.4 0.8 0.8
H 12.4652 14.8849 17.0836 -0.6 -0.3 -0.2
H 13.8537 12.5145 10.0107 -0.1 -0.2 -0.3
H 8.8724 15.9901 7.2450 -0.3 -0.6 -0.4
H 12.7327 20.1116 13.0429 0.9 -0.4 0.8
H 7.1534 14.8520 10.0027 0.3 0.8 -0.9
H 14.9245 8.4355 15.5625 0.5 0.5 -0.5
H 9.7351 19.7859 11.1823 0.3 0.3 -0.5
H 7.5544 8.1486 10.3591 -0.3 0.8 0.9
H 10.8198 17.1739 15.9196 -0.2 -0.2 -0.5
H 17.0493 9.9621 16.9986 0.1 0.0 -0.2
H 14.0421 18.3524 15.7169 -1.1 -0.8 0.4
H 12.6891 11.2374 10.3428 0.2 -1.2 -0.1
H 17.0547 12.2778 14.2188 -0.7 0.2 0.9
H 14.5572 17.9653 20.2329 1.1 0.5 1.0
H 13.8566 17.7158 11.4332 0.0 0.3 -0.3
H 13.6843 15.0092 18.2582 0.4 -0.3 0.7
H 15.4780 13.3059 12.8869 -0.5 -1.1 0.4
H 14.4942 18.4632 17.9656 0.5 -0.1 -0.2
H 9.8562 13.0974 10.3240 1.2 -0.9 0.1
H 12.2761 17.0033 12.7446 2.0 -0.4 0.0
H 12.2550 18.2885 20.7054 -0.5 0.3 0.4
H 14.3917 17.7443 9.7111 0.1 0.0 0.1
H 7.7714 8.3156 12.1332 -0.1 0.5 -0.2
H 6.5908 15.4080 11.5918 0.1 -0.3 -0.3
H 11.9688 11.6914 15.0791 -0.4 0.1 0.2
H 13.3876 8.8705 14.2474 -0.4 -0.7 0.1
H 9.8602 21.4540 11.5266 0.1 0.9 0.5
H 7.9050 13.0368 15.0974 0.3 0.3 -0.3
H 12.0607 15.3885 19.6958 1.2 -0.6 -0.1
H 10.4902 19.3724 18.7469 0.0 -0.7 -0.6
H 12.3224 21.2592 11.2767 0.7 0.4 0.2
H 9.5453 13.1772 19.2192 -0.2 0.5 0.4
H 6.4159 9.2200 11.3268 -0.4 -0.8 0.1
H 9.8657 18.3473 19.8744 -1.2 -0.4 1.9
H 10.4284 10.0075 17.9625 -0.1 0.5 -0.3
H 14.5899 11.5129 17.1500 0.4 -0.1 -0.7
H 7.7905 12.6717 17.6003 -0.4 -0.1 -0.2
H 11.8836 19.2279 16.6198 -0.5 0.2 0.0
H 14.1932 9.9749 16.5947 -0.1 -0.4 -0.4
H 13.1274 9.4987 12.6054 -1.0 -0.4 -0.8
H 8.3134 17.1445 8.3779 0.1 0.1 0.5
H 9.5251 9.8836 15.5841 -0.9 0.2 0.0
H 14.6003 21.0587 15.2759 0.1 0.2 -0.5
H 9.9300 14.9655 16.8026 -0.5 -0.9 -0.1
H 8.2762 11.4411 14.5445 0.6 0.5 -0.1
H 10.5815 21.6616 16.1851 0.3 0.5 0.5
H 7.7847 16.2076 15.4679 0.1 0.5 -0.1
H 10.1729 14.7622 14.3174 0.8 -0.5 0.3
H 13.7115 15.2988 10.8136 0.1 -0.3 0.1
H 10.4509 15.4819 19.1305 0.2 0.0 0.0
H 13.7296 16.3900 20.0736 0.3 1.4 -0.4
H 8.9197 17.2142 13.9615 -0.3 -0.3 -1.3
H 8.0025 11.1867 18.5425 0.5 0.3 -0.7
H 7.2157 15.1310 14.2731 -0.1 0.4 -0.1
H 12.7081 12.0331 8.6917 0.1 -0.3 0.4
H 13.7129 11.4175 15.6712 0.1 -0.2 -0.2
H 18.0520 10.8630 15.7734 -1.0 0.0 0.7
H 16.3620 20.7747 14.8929 -1.2 0.5 0.2
H 12.1781 19.6052 10.7760 -0.1 -0.1 0.5
H 14.8501 8.5418 11.5060 -0.2 -0.2 -0.1
H 10.2460 11.6640 19.5238 0.2 -1.3 0.9
H 14.6343 21.8453 12.7091 -0.3 -0.4 -0.1
H 10.4565 20.6918 14.7937 -0.4 -0.2 -0.4
H 18.5978 16.9363 12.9302 0.7 0.0 -0.1
H 12.6355 19.1141 19.1817 0.3 1.2 -0.2
H 6.3954 16.6871 14.4350 -0.8 0.6 0.1
H 11.6767 11.0848 17.4095 0.9 0.3 0.0
H 14.8308 11.2232 11.6190 0.2 -0.5 0.3
H 16.5249 8.6101 11.9626 0.4 0.3 0.3
H 8.5585 15.5545 12.3065 0.2 0.2 -0.2
H 8.6052 12.8063 13.4410 -0.3 -0.1 0.3
H 15.2137 16.7769 18.0952 0.1 0.6 0.1
H 10.5165 20.9151 9.9386 -0.8 -0.2 0.8
H 11.0617 18.5735 13.7043 0.1 0.6 0.2
H 11.7458 14.1392 9.9601 0.3 -1.6 0.2
H 11.1533 9.4538 15.5533 -0.2 0.5 0.6
H 9.7665 20.1214 16.3578 0.4 -0.1 -0.2
H 14.0450 12.4550 13.6141 1.2 0.0 0.0
H 9.5787 15.8630 9.9383 -0.7 0.3 0.1
H 15.8448 13.1259 15.2996 0.3 -0.4 0.2
H 17.6891 17.3887 14.3912 -0.1 0.0 -1.2
H 10.9343 11.1454 13.7909 -0.3 -0.1 0.4
H 15.3967 7.7142 12.9798 0.0 -1.1 0.1
H 16.4512 15.9541 11.9060 0.3 0.2 0.1
H 13.1347 10.5893 13.9990 0.6 -0.9 -0.7
H 10.8811 16.0197 12.6264 -0.5 -0.8 0.0
H 12.8067 17.0831 10.1233 0.1 0.1 0.1
H 9.8950 17.2809 7.5915 0.3 0.4 0.3
H 9.9558 10.8825 10.7024 -0.1 -1.0 0.3
H 11.8619 13.9100 14.5367 -1.5 0.2 0.1
H 17.0397 15.2862 13.4656 -0.2 -0.4 0.0
H 11.0440 17.5582 11.7742 -0.7 0.2 -0.2
H 7.0169 13.7524 11.1821 -0.2 -1.8 1.0
H 17.0080 11.7042 17.0195 0.3 0.4 0.2
H 9.4810 17.9875 18.2048 -0.8 -0.3 -0.6
H 12.0191 13.1966 11.4641 0.6 0.2 0.0
H 13.0402 17.0706 14.9594 0.0 -0.2 0.8
H 16.4413 10.9516 12.2774 1.2 0.4 -0.3
H 7.9458 11.0822 16.7532 -0.2 0.1 0.0
H 10.8377 16.0715 20.6653 -0.1 0.9 0.8
H 10.7713 13.5877 13.1859 -0.1 -0.2 0.1
```
Forces are in eV/Å.

Its multiplicity is 1.

Density functional theory data (ωB97M-V/def2-TZVPD) for a 19-piece molecular cluster, C43H134N10O19 overall at a distorted geometry.

```
206
Properties=species:S:1:pos:R:3:forces:R:3
O 2.1240 -0.9303 5.5573 0.4 -0.4 0.4
O -4.2749 -2.5608 0.3127 0.2 -0.4 0.2
O -2.7776 -2.5136 -4.4782 0.3 0.4 0.0
O -4.6175 -2.8445 -2.4120 0.1 0.0 0.0
O 1.6876 -4.4272 1.0092 -0.1 0.2 0.3
O -5.2688 1.7253 -2.7777 -0.1 0.0 0.1
O -2.4502 -4.1303 1.9218 0.0 -0.2 0.3
O 6.7758 -1.3542 0.6064 -0.2 1.1 0.3
O 1.4114 2.4278 -3.1881 -0.1 0.2 0.1
O -1.3075 -3.4858 -6.5705 -0.1 -0.3 -0.2
O 1.9036 4.3247 4.3596 -0.3 0.1 -0.2
O -6.6350 0.3950 2.0108 -0.1 -0.1 0.5
O -2.1063 1.4353 -7.3597 0.4 0.1 0.1
O -0.9812 0.0519 1.7914 0.0 -0.1 -0.1
O -0.0171 -6.6741 -3.1722 -0.1 -0.3 -0.1
O -0.4635 5.4730 1.0726 -0.1 -0.2 0.6
O -1.4205 3.1361 7.4622 0.2 0.0 0.0
O -2.2870 -1.6823 3.7121 -0.4 0.1 0.0
O 5.4639 3.0454 -3.8213 0.1 -0.1 0.1
N -3.8192 4.7183 -0.2630 -0.2 -0.4 0.3
N 0.3944 -2.6990 2.8071 0.0 -0.2 -0.6
N -2.4278 0.2665 -3.8600 -0.9 0.1 -0.5
N -0.8790 -5.9389 0.3636 0.2 -1.1 -0.1
N 4.2992 -3.7953 1.8830 1.5 -0.1 -0.6
N 1.7723 8.0107 4.1967 -0.7 0.1 0.3
N -1.5387 -1.2143 -1.5620 -0.3 -0.6 -1.0
N -4.8793 2.3118 6.6265 -0.9 1.1 0.0
N 2.2177 -4.3538 -6.1222 0.2 0.4 -1.4
N 3.4046 0.3698 -2.4289 -0.6 0.5 0.1
C -2.1196 -3.2511 -7.7148 0.1 1.2 0.6
C -0.9530 -1.2014 -0.2418 -0.8 0.0 0.6
C -2.7523 1.0843 -8.5511 0.0 -0.4 -0.2
C 7.8265 -1.8769 -0.1722 -0.2 -0.4 0.4
C -0.9927 1.3445 2.3382 -0.7 0.3 0.2
C 0.5533 -1.1169 -0.3547 0.4 -0.2 0.1
C 5.7987 3.4348 -5.1284 0.3 -0.1 -0.2
C -1.5736 4.6625 0.7441 0.2 0.0 -0.9
C 1.0803 -0.3687 6.3242 -0.2 0.0 -0.6
C -2.8065 3.3198 7.3540 -0.8 -0.1 -0.5
C 0.4834 2.8377 -2.2152 0.2 -0.4 1.3
C 4.0683 -2.0641 0.1480 -0.7 -1.2 -0.1
C 5.7148 1.0001 -1.8269 0.3 0.4 -0.8
C 1.2398 -3.7410 4.8140 0.8 0.2 0.9
C -4.7184 1.2775 -1.5492 0.3 -0.2 0.5
C 0.5930 -7.7600 -3.8397 -0.3 -0.2 0.1
C -3.4728 2.0483 6.8396 0.0 -0.7 -0.1
C 4.3703 1.4869 -2.3878 1.3 -1.5 0.1
C 3.3887 6.7042 5.4966 -0.3 -0.6 1.0
C 2.3682 6.6766 4.3891 0.7 0.4 -1.6
C -3.3455 6.1756 1.6458 -0.4 0.5 0.8
C -2.6742 0.8678 -6.2180 -2.0 0.0 0.7
C 5.0298 -3.0730 0.7922 -1.3 2.1 1.2
C -2.8318 1.5811 5.5366 0.0 -0.5 -0.1
C -5.2781 0.3982 2.4285 0.6 0.0 -0.8
C 0.9001 -3.1017 -4.4656 -1.2 0.1 -0.5
C 0.7224 4.7048 1.0668 0.4 0.0 -0.1
C 1.7757 -1.3490 4.2527 0.5 0.5 0.5
C 0.0650 -3.4150 -6.8686 0.7 -0.6 -0.1
C 4.5911 1.9292 -3.8234 -0.4 0.9 -0.5
C -0.4536 0.4971 -5.2205 1.7 0.4 -0.9
C 6.1433 -2.2425 1.4878 1.0 -1.8 -1.1
C -1.8278 1.0231 -4.9537 0.6 -0.5 0.3
C -1.6491 -0.0673 0.5175 0.7 0.2 0.8
C -0.7689 4.3680 7.6273 0.0 0.5 0.5
C -1.0917 -6.0465 -1.0977 0.5 0.8 0.3
C -2.7676 5.5205 0.3735 -0.7 0.8 1.5
C 0.9393 3.3013 4.5841 0.8 0.1 -1.4
C 0.0765 -6.7706 -1.7716 0.4 0.7 0.7
C 0.7322 -2.4278 4.2120 -0.9 -1.1 -0.5
C 1.3117 5.5954 4.5221 0.0 0.4 0.7
C 0.8479 -4.0148 -5.7083 1.3 -0.3 1.3
C -1.2428 -4.6155 -1.5999 -1.1 -0.2 -1.0
H 6.5546 4.2199 -5.1054 -0.2 0.1 0.3
H 0.2901 -4.0354 -7.7456 -0.1 0.0 0.0
H 6.0709 0.1689 -2.4458 -0.1 -0.2 0.1
H -0.9558 5.0484 6.7906 -0.1 -0.1 -0.1
H -2.6955 -0.3011 0.7334 -0.1 -0.1 -0.4
H -3.8395 1.2069 -8.5104 0.0 0.5 0.0
H -0.1389 -2.8436 -4.2259 0.2 0.3 0.2
H -0.8667 -6.9012 0.7071 0.0 0.2 0.3
H 1.2905 -3.8337 1.7153 0.5 -0.3 -0.6
H -5.4855 1.5397 6.3937 0.5 -0.4 -0.1
H 2.8623 6.7334 6.4582 0.0 0.4 0.0
H 0.1393 -1.8781 2.2673 0.1 0.4 0.4
H -5.5736 2.6257 -2.6310 0.1 0.0 -0.2
H 8.5606 -2.3521 0.4898 0.0 -0.2 -0.2
H -4.7088 0.9529 1.6736 0.3 0.1 0.1
H -2.0229 -1.0320 3.0403 0.1 -0.1 0.1
H 2.6444 -3.5557 -6.5857 0.0 -0.1 0.0
H 3.2262 -2.5990 -0.3046 0.2 -0.1 -0.3
H -2.1036 -2.8404 -5.1088 -0.4 0.0 0.2
H -4.0278 3.9465 0.3760 0.3 -0.2 -0.2
H 2.8681 -4.6018 -5.3918 -0.4 -0.1 0.5
H -4.6878 5.2404 -0.1664 0.1 0.2 -0.4
H 1.0723 -0.8497 0.5666 -0.3 0.3 0.1
H 0.8507 5.6145 5.5190 0.0 0.3 0.1
H 3.6563 2.2030 -4.3299 -0.2 0.1 0.3
H -5.1158 0.8844 3.3881 -0.5 0.1 0.1
H 5.6899 0.6919 -0.7840 0.0 0.1 0.0
H -0.4356 -3.2817 2.7244 0.1 -0.1 0.3
H -0.7085 2.1033 1.6010 0.5 -0.2 0.1
H 6.2734 2.5978 -5.6603 -0.3 0.0 -0.1
H -2.4573 -1.6577 -1.5875 -0.1 0.3 0.4
H 0.4962 5.7993 3.8131 0.1 -0.3 -0.3
H -1.2999 4.0670 -0.1389 -0.1 -0.2 0.0
H -2.9799 -4.6736 2.5195 0.1 0.0 -0.1
H 5.3958 -3.7554 0.0290 0.2 -0.2 0.2
H 0.6233 0.4574 5.7634 0.0 0.2 0.2
H -1.1101 4.8657 8.5432 0.0 0.0 0.0
H 1.0390 7.9604 3.4932 -0.1 -0.1 0.1
H 0.4627 -4.4613 5.0667 -0.2 0.1 -0.3
H 3.7788 -0.3531 -3.0358 -0.1 0.1 -0.2
H 4.0894 2.3226 -1.7472 -0.8 0.0 -0.3
H 3.8821 -3.0923 2.4882 -0.1 0.1 -0.1
H 2.9057 6.4906 3.4444 0.1 -0.7 0.2
H -0.4575 -3.8976 -1.3637 0.4 -0.5 0.3
H -2.6278 0.0270 -8.8231 0.3 -0.1 0.3
H 0.3076 4.2369 7.7263 0.0 -0.3 -0.1
H -1.0271 -1.8082 -2.2151 0.3 0.2 0.2
H 3.9612 5.7767 5.5591 0.1 0.0 -0.4
H 2.6554 -4.4179 1.1792 -0.5 -0.1 0.1
H 1.5346 -0.4389 3.6850 -0.4 -0.2 -0.3
H -2.4188 -2.4971 3.2081 0.0 0.1 -0.1
H -3.3676 1.2675 7.6048 0.4 -0.1 -0.1
H 2.6943 -1.7671 3.8320 0.1 0.1 -0.1
H -1.9225 -3.9469 -8.5289 0.0 -0.2 0.1
H 0.9206 4.3860 0.0396 0.3 0.2 0.2
H -6.7487 -0.3449 1.4073 0.0 0.0 0.0
H -3.0105 -0.1689 -6.3939 0.9 -0.3 0.1
H -4.3091 -3.0755 -0.5135 -0.2 0.4 0.1
H -3.6630 5.4419 2.3968 0.2 -0.3 -0.2
H 7.4273 -2.5969 -0.8945 0.3 -0.1 -0.1
H 0.0783 -5.6032 0.5064 0.0 0.2 0.1
H 3.5455 -1.4975 0.9245 0.5 0.5 0.0
H -4.8289 -0.5952 2.4860 -0.2 -0.1 0.0
H 0.3232 0.7402 -4.4904 -0.5 -0.1 0.4
H -3.7354 1.7313 -1.3691 0.0 0.0 0.0
H 2.4582 8.6257 3.7738 0.1 0.0 0.3
H 2.0068 -4.2308 4.2086 -0.3 0.1 -0.4
H 0.3865 -2.3921 -7.1101 -0.1 0.1 0.2
H -3.2061 0.8109 -3.5016 -0.1 -0.3 0.1
H 0.6790 -7.5074 -4.8942 0.2 0.1 0.0
H 0.1857 -7.8000 -1.4072 -0.4 -0.2 -0.2
H -1.8079 3.9771 1.5692 -0.1 0.1 0.0
H -0.1812 -2.1518 4.7443 0.1 0.3 0.1
H -2.6240 -1.5368 -4.3870 -0.2 -0.2 0.1
H -5.3247 2.7693 7.4144 0.2 0.0 0.0
H 1.7653 -3.5522 5.7574 -0.2 0.2 0.1
H -0.0307 -8.6598 -3.7716 0.0 0.0 0.1
H 4.5803 -1.4726 -0.6037 0.0 0.3 0.2
H 0.6755 3.2242 5.6366 -0.2 -0.2 -0.1
H -1.8107 0.0520 -3.0819 0.2 0.3 0.0
H 0.9886 -6.2664 -1.4119 0.1 0.0 -0.2
H -1.3747 -4.6392 -2.6865 0.1 0.2 0.1
H 1.3316 -3.5207 -3.5572 0.1 -0.4 -0.2
H 0.3893 -4.9816 -5.4901 -0.3 0.2 0.3
H -1.6042 0.9004 0.0070 0.2 -0.1 -0.3
H 0.7276 3.7981 1.6847 -0.6 0.1 0.1
H 1.5409 5.2952 1.4738 0.0 0.3 -0.3
H 5.0961 -4.1337 2.4273 -0.6 -0.6 0.3
H 6.4287 1.8087 -2.0038 0.1 -0.1 0.5
H -2.2825 1.6680 -9.3375 -0.3 0.2 -0.1
H -0.1093 3.6981 -2.5146 0.0 -0.2 -0.5
H 6.8868 -2.9836 1.8327 0.1 0.1 0.2
H -5.4196 -2.9016 -2.9387 0.0 0.0 0.0
H -3.2783 3.6233 8.2982 0.3 -0.1 0.3
H -0.3846 -0.5704 -5.4446 -0.4 -0.1 0.1
H -4.2555 6.7619 1.4743 0.1 -0.1 -0.5
H -1.9918 1.6627 2.6736 -0.1 -0.3 -0.1
H -5.3535 1.4917 -0.6828 -0.1 0.1 -0.1
H -2.4558 6.3309 -0.2858 0.1 -0.2 -0.3
H 1.5649 -7.9951 -3.3967 0.1 0.1 -0.2
H -1.7464 2.0706 -4.6372 0.0 0.1 -0.5
H 3.3044 -0.0942 -1.5335 0.0 0.3 0.2
H -3.3778 0.7631 5.0583 -0.2 -0.1 0.3
H 1.4514 -2.1936 -4.7170 -0.1 0.1 0.0
H 1.9413 1.7059 -2.7991 -0.1 -0.1 -0.3
H 0.0925 3.4684 3.9042 -0.4 0.2 0.6
H 0.8510 -0.4258 -1.1469 0.0 0.0 0.0
H -2.7951 2.3621 4.7746 0.1 0.3 0.3
H -4.5903 0.1940 -1.5760 -0.1 0.0 -0.2
H -1.2244 -2.1069 0.3230 0.2 -0.1 0.0
H 4.9981 1.1384 -4.4721 0.3 -0.3 0.4
H -0.1524 2.0112 -1.8694 -0.4 0.0 -0.5
H 0.9371 -2.1187 -0.5708 0.0 0.1 -0.3
H -1.8405 1.1708 5.7339 0.1 0.3 -0.1
H 5.7997 -1.7452 2.3938 -0.4 0.4 -0.3
H 1.5160 -0.0145 7.2532 0.0 0.1 0.0
H -3.8958 -2.7787 -3.0650 0.0 -0.2 -0.2
H -3.0505 4.1214 6.6441 0.2 0.0 -0.1
H -2.7166 6.8748 2.2066 0.5 -0.2 -0.4
H 0.2763 -1.0777 6.5408 0.1 -0.1 0.1
H 4.9148 3.7887 -5.6699 0.1 -0.1 -0.1
H -3.8405 -3.1490 0.9557 0.0 0.2 -0.3
H 1.3917 2.4008 4.1599 0.1 -0.2 0.7
H -3.1542 -3.2418 -7.3802 0.0 -0.4 -0.1
H -2.1779 -4.2119 -1.2031 0.1 0.1 0.1
H -0.0658 1.0110 -6.1088 -0.1 -0.2 -0.1
H -0.3780 1.3408 3.2377 0.2 0.0 -0.3
H -3.6674 1.3170 -6.0100 0.2 0.4 -0.1
H 4.0721 7.5489 5.4393 0.0 0.0 -0.1
H 8.3303 -1.0635 -0.6889 -0.2 0.1 0.0
H -2.0003 -6.6225 -1.2849 -0.1 0.2 0.0
H -1.8887 -4.7749 1.4141 -0.1 0.0 -0.2
H 0.9666 3.1328 -1.2694 0.3 0.1 -0.4
H -1.9213 -2.2206 -8.0315 0.0 -0.1 -0.4
```
Forces are in eV/Å.

Its multiplicity is 1.

Frontier orbital gap, respectively: 0.32613, 0.34562 Eh.
HOMO energy, respectively: -8.440, -8.988 eV.